Version w
The following is a quantum chemistry calculation of a molecular structure, C19H42NO3P3Sc, from the OMol25 dataset.

Each line ends with the natural charge from an NBO analysis.
Positions of all 69 atoms, in Å:
Sc  1.08  -0.58  0.28  1.939
P  0.97  -0.71  -2.41  0.700
P  -0.89  -0.16  2.26  0.718
P  -2.82  -1.32  -0.83  1.354
O  0.31  1.27  -0.19  -0.955
O  2.27  -2.07  1.34  -0.707
O  0.46  -2.64  0.21  -0.785
N  1.25  -5.31  0.24  -0.671
C  -4.17  -0.23  -1.25  -0.967
C  1.59  2.91  0.92  -0.310
C  4.68  3.12  0.42  -0.457
C  1.43  -2.97  0.99  0.756
C  -0.18  3.61  -0.54  -0.306
C  0.36  4.89  1.47  -0.230
C  0.58  2.55  0.01  0.369
C  1.53  -4.39  1.42  -0.325
C  1.03  -2.02  -3.69  -0.922
C  2.31  0.36  -3.01  -0.916
C  4.53  4.44  0.11  -0.338
C  -0.42  0.36  -2.94  -0.902
C  0.01  1.07  3.29  -0.922
C  -3.26  -2.42  0.50  -0.985
C  -2.28  0.90  1.75  -0.933
C  -2.37  -2.34  -2.21  -0.980
C  1.36  3.95  1.80  -0.199
C  -0.34  4.74  0.28  -0.190
C  -1.68  -1.13  3.60  -0.930
H  -1.41  -2.84  -2.02  0.260
H  -0.16  1.42  -2.79  0.279
H  -3.15  -3.11  -2.33  0.294
H  -2.68  -1.49  3.32  0.244
H  2.06  1.40  -2.79  0.266
H  1.29  -6.30  0.52  0.472
H  0.83  -4.61  2.22  0.282
H  4.81  2.33  -0.32  0.188
H  0.88  -1.58  -4.69  0.273
H  -4.30  -2.23  0.81  0.299
H  2.02  -2.52  -3.67  0.263
H  2.37  0.22  -4.10  0.269
H  1.99  -5.21  -0.50  0.459
H  0.99  0.66  3.54  0.244
H  4.80  2.85  1.48  0.198
H  -4.35  0.50  -0.45  0.293
H  -1.95  1.62  1.00  0.271
H  2.54  -4.59  1.75  0.285
H  -0.65  0.17  -4.00  0.260
H  -5.05  -0.87  -1.42  0.293
H  -0.69  3.53  -1.50  0.224
H  -3.91  0.35  -2.15  0.291
H  -0.58  1.25  4.19  0.262
H  1.96  4.06  2.70  0.240
H  0.26  -2.79  -3.54  0.230
H  -3.14  -3.46  0.17  0.276
H  4.47  4.80  -0.93  0.207
H  -2.61  -2.29  1.37  0.273
H  0.13  2.01  2.76  0.283
H  0.20  5.76  2.12  0.247
H  -2.25  -1.76  -3.14  0.288
H  -2.67  1.46  2.62  0.277
H  -3.12  0.32  1.35  0.203
H  -1.72  -0.55  -0.41  0.010
H  0.35  -5.17  -0.24  0.459
H  4.53  5.24  0.87  0.216
H  -1.04  -1.99  3.83  0.243
H  -1.79  -0.51  4.50  0.276
H  2.49  2.30  0.95  0.216
H  -1.31  0.16  -2.32  0.197
H  -1.04  5.52  0.00  0.241
H  3.26  0.08  -2.54  0.250

The HOMO energy (spin up / spin down) is -14.90 / -14.90 eV. The LUMO energy (spin up / spin down) is -9.0 / -9.0 eV. The net charge is +3.

=====

Version x
The following is a quantum chemistry calculation of a molecular structure, C19H42NO3P3Sc, from the OMol25 dataset.

Each line ends with the natural charge from an NBO analysis.
Positions of all 69 atoms, in Å:
Sc  -0.48  0.11  -0.93  1.824
P  1.50  1.30  0.50  0.718
P  1.73  -0.27  -2.46  0.683
P  -1.09  2.56  -1.76  0.689
O  -2.30  0.47  0.23  -0.710
O  -1.22  -1.37  -2.11  -0.823
O  -0.76  -0.93  1.00  -0.792
N  -1.42  -0.95  3.42  -0.665
C  -0.47  -4.87  -0.35  -0.405
C  -2.67  -2.09  -5.91  -0.187
C  -1.67  -4.75  -0.92  -0.394
C  2.44  -1.85  -1.85  -0.921
C  -1.71  -2.97  -5.38  -0.163
C  -3.25  -1.09  -5.12  -0.152
C  0.86  1.71  2.16  -0.928
C  3.24  0.77  -2.61  -0.921
C  -1.32  -2.84  -4.04  -0.301
C  2.93  0.27  1.01  -0.923
C  -2.80  2.61  -2.42  -0.907
C  -1.86  -1.79  -3.31  0.314
C  -2.48  -0.37  2.53  -0.338
C  -0.26  3.63  -2.99  -0.909
C  1.51  -0.65  -4.24  -0.918
C  2.35  2.87  0.09  -0.918
C  -2.86  -0.95  -3.77  -0.293
C  -1.29  3.73  -0.36  -0.912
C  -1.86  -0.27  1.18  0.774
H  -1.28  -3.75  -6.00  0.256
H  -0.34  3.93  0.15  0.236
H  -2.98  -2.20  -6.95  0.258
H  3.70  0.24  0.24  0.255
H  0.14  2.99  -3.78  0.251
H  -2.49  -4.23  -0.39  0.195
H  1.60  0.28  -4.81  0.263
H  2.59  -0.75  1.22  0.247
H  -1.99  3.29  0.38  0.249
H  2.30  -1.35  -4.55  0.263
H  1.64  -2.57  -1.61  0.231
H  3.35  0.70  1.93  0.269
H  3.14  2.70  -0.65  0.265
H  -0.59  -3.51  -3.59  0.239
H  3.04  -1.69  -0.95  0.255
H  2.93  1.81  -2.77  0.252
H  -2.78  0.61  2.90  0.284
H  3.80  0.42  -3.48  0.278
H  0.53  -1.09  -4.44  0.257
H  -1.71  4.67  -0.74  0.278
H  2.80  3.26  1.01  0.266
H  -3.50  2.42  -1.60  0.260
H  -3.28  -0.19  -3.11  0.228
H  -1.94  -5.21  -1.89  0.226
H  0.56  4.19  -2.53  0.257
H  3.07  -2.28  -2.65  0.275
H  -4.00  -0.42  -5.54  0.251
H  -0.94  -1.74  2.94  0.473
H  -1.80  -1.27  4.31  0.468
H  -0.99  4.33  -3.42  0.275
H  3.87  0.70  -1.72  0.244
H  -0.65  -2.07  -1.71  0.525
H  1.57  2.42  2.61  0.274
H  0.82  0.82  2.80  0.212
H  -2.93  1.85  -3.20  0.248
H  0.39  -5.40  -0.79  0.225
H  -0.70  -0.24  3.64  0.451
H  -0.31  -4.40  0.64  0.183
H  1.65  3.62  -0.31  0.247
H  -2.99  3.60  -2.85  0.270
H  -0.13  2.19  2.11  0.243
H  -3.34  -1.04  2.51  0.295

The HOMO energy is -16.89 eV. The LUMO energy is -9.3 eV. The net charge is +3.

=====

Structures ranked by computed energy, the most stable listed first: version x, version w.

=====

Version w
The following is a quantum chemistry calculation of a molecular structure, FHN2O2S, from the OMol25 dataset.

Each line ends with the natural charge from an NBO analysis.
Positions of all 7 atoms, in Å:
S  0.13  -0.44  -0.99  1.278
F  3.51  -2.42  2.22  -0.430
O  0.99  -0.81  0.68  -0.462
O  -1.00  -1.30  -0.97  -0.835
N  2.07  -1.42  0.94  0.189
N  2.94  -2.12  0.71  0.215
H  -0.48  0.84  -0.58  0.046

The HOMO energy (spin up / spin down) is -9.68 / -9.68 eV. The LUMO energy (spin up / spin down) is -1.8 / -1.8 eV.

=====

Version x
The following is a quantum chemistry calculation of a single FHN2O2S molecule, from the OMol25 dataset.

Each line ends with the natural charge from an NBO analysis.
Positions of all 7 atoms, in Å:
S  -0.05  -0.02  0.69  1.341
F  -4.57  0.79  0.04  -0.205
O  -1.75  -0.56  1.21  -0.589
O  1.00  -0.88  1.17  -0.827
N  -2.96  -0.37  0.66  0.105
N  -3.33  0.81  0.54  0.154
H  -0.39  -0.63  -0.52  0.021

The HOMO energy is -10.48 eV. The LUMO energy is -0.9 eV.

=====

Structures ranked by computed energy, the most stable listed first: version x, version w.

=====

Version w
The following is a quantum chemistry calculation of a single C7H14O2 molecule, from the OMol25 dataset.

Each line ends with the natural charge from an NBO analysis.
Positions of all 23 atoms, in Å:
O  1.75  -0.79  -0.85  -0.802
O  2.04  0.84  0.70  -0.664
C  -0.06  -0.40  0.87  -0.120
C  -0.28  0.82  -1.13  -0.493
C  -1.08  -0.16  -0.27  -0.411
C  -0.31  0.55  2.05  -0.606
C  -0.60  0.87  -2.62  -0.618
C  1.20  0.01  0.07  0.774
C  0.06  -1.84  1.35  -0.607
H  -1.63  1.21  -2.79  0.210
H  -0.50  -0.11  -3.09  0.204
H  2.86  0.84  0.19  0.501
H  -0.90  -2.17  1.77  0.214
H  -0.39  1.59  1.72  0.215
H  -2.05  0.19  0.09  0.208
H  -1.25  -1.09  -0.82  0.208
H  0.32  -2.50  0.52  0.229
H  0.49  0.50  2.78  0.218
H  0.06  1.56  -3.15  0.213
H  -0.28  1.82  -0.70  0.208
H  0.94  -0.06  -1.37  0.493
H  0.82  -1.95  2.13  0.212
H  -1.25  0.27  2.54  0.213

The HOMO energy is -8.10 eV. The LUMO energy is 0.8 eV.

=====

Version x
The following is a quantum chemistry calculation of 2 unconnected molecules or ions with the total composition C7H14O2, from the OMol25 dataset.

Each line ends with the natural charge from an NBO analysis.
Positions of all 23 atoms, in Å:
O  -1.73  0.50  -0.48  -0.447
O  -2.19  1.04  1.69  -0.700
C  0.98  -0.92  -0.36  -0.421
C  2.30  -0.68  0.29  -0.446
C  -1.45  1.26  0.56  0.331
C  1.27  0.25  0.83  -0.200
C  -1.02  0.45  -1.59  0.094
C  -1.49  -0.49  -2.63  -0.676
C  0.92  0.07  2.29  -0.628
H  -1.94  -1.37  -2.16  0.219
H  2.68  -1.44  0.96  0.201
H  0.39  -1.75  -0.01  0.204
H  0.65  -0.96  2.51  0.205
H  1.79  0.31  2.92  0.210
H  -2.26  0.09  1.83  0.482
H  0.12  0.72  2.63  0.223
H  1.01  -0.87  -1.44  0.223
H  3.07  -0.25  -0.34  0.208
H  -0.64  -0.82  -3.24  0.212
H  1.34  1.28  0.49  0.210
H  -2.23  -0.05  -3.31  0.209
H  -1.10  2.27  0.43  0.139
H  -0.47  1.35  -1.86  0.147

The HOMO energy (spin up / spin down) is -6.55 / -6.62 eV. The LUMO energy (spin up / spin down) is 1.0 / 1.0 eV.

=====

Structures ranked by computed energy, the most stable listed first: version w, version x.